{"formula": "C97H208AsF6N9O8", "method": "ωB97M-V/def2-TZVPD", "total_charge": 4, "gap_ev": 8.49, "multiplicity": 1, "lumo_energy_ha": -0.1958, "symbols": ["C", "C", "C", "C", "N", "C", "C", "C", "C", "C", "H", "H", "H", "H", "H", "H", "H", "H", "H", "H", "H", "H", "H", "H", "H", "H", "H", "H", "H", "H", "C", "C", "C", "C", "N", "C", "C", "C", "C", "C", "H", "H", "H", "H", "H", "H", "H", "H", "H", "H", "H", "H", "H", "H", "H", "H", "H", "H", "H", "H", "C", "C", "C", "C", "N", "C", "C", "C", "C", "C", "H", "H", "H", "H", "H", "H", "H", "H", "H", "H", "H", "H", "H", "H", "H", "H", "H", "H", "H", "H", "C", "C", "C", "C", "N", "C", "C", "C", "C", "C", "H", "H", "H", "H", "H", "H", "H", "H", "H", "H", "H", "H", "H", "H", "H", "H", "H", "H", "H", "H", "C", "C", "C", "C", "N", "C", "C", "C", "C", "C", "H", "H", "H", "H", "H", "H", "H", "H", "H", "H", "H", "H", "H", "H", "H", "H", "H", "H", "H", "H", "C", "C", "C", "C", "N", "C", "C", "C", "C", "C", "C", "C", "H", "H", "H", "H", "H", "H", "H", "H", "H", "H", "H", "H", "H", "H", "H", "H", "H", "H", "H", "H", "H", "H", "H", "H", "C", "C", "C", "C", "N", "C", "C", "C", "C", "C", "C", "C", "H", "H", "H", "H", "H", "H", "H", "H", "H", "H", "H", "H", "H", "H", "H", "H", "H", "H", "H", "H", "H", "H", "H", "H", "C", "C", "C", "C", "N", "C", "C", "C", "C", "C", "C", "C", "H", "H", "H", "H", "H", "H", "H", "H", "H", "H", "H", "H", "H", "H", "H", "H", "H", "H", "H", "H", "H", "H", "H", "H", "C", "C", "C", "C", "N", "C", "C", "C", "C", "C", "C", "C", "H", "H", "H", "H", "H", "H", "H", "H", "H", "H", "H", "H", "H", "H", "H", "H", "H", "H", "H", "H", "H", "H", "H", "H", "C", "C", "O", "O", "H", "H", "H", "C", "C", "O", "O", "H", "H", "H", "C", "C", "O", "O", "H", "H", "H", "C", "C", "O", "O", "H", "H", "H", "As", "F", "F", "F", "F", "F", "F"], "xyz": [[7.43892, 3.78994, -3.49392], [7.75302, 2.68788, -4.45930], [9.11775, 2.06067, -4.18894], [9.16007, 0.65968, -4.76179], [10.55152, 0.07130, -4.61346], [11.30483, 0.31658, -3.33628], [12.74283, -0.00992, -3.63029], [12.89887, 0.08118, -5.20970], [11.47446, 0.43910, -5.70118], [10.33683, -1.37765, -4.76218], [8.25961, 4.47356, -3.34717], [7.27874, 3.40230, -2.46905], [6.61267, 4.46297, -3.75246], [7.68121, 3.09684, -5.49367], [6.98424, 1.89690, -4.42849], [9.20841, 2.04858, -3.09593], [9.94796, 2.59567, -4.59565], [8.97798, 0.46160, -5.84779], [8.46604, -0.00067, -4.30417], [10.81928, -0.27969, -2.52593], [11.31405, 1.38638, -3.02077], [13.01506, -1.01589, -3.31219], [13.47064, 0.70101, -3.20406], [13.21649, -0.85477, -5.71818], [13.51144, 0.89559, -5.44269], [11.01648, 0.00733, -6.55845], [11.37282, 1.53412, -5.83900], [11.28595, -1.94276, -4.62105], [9.95421, -1.54306, -5.70304], [9.64328, -1.73196, -4.03112], [-8.20226, 3.20702, -1.16240], [-9.29858, 4.17529, -0.73190], [-10.02349, 3.83985, 0.57451], [-10.93441, 2.67906, 0.51053], [-12.00978, 2.70648, 1.51788], [-12.84424, 1.42347, 1.35229], [-14.25645, 1.74568, 1.83291], [-14.46887, 3.16756, 1.32248], [-13.09019, 3.80186, 1.29269], [-11.48617, 2.58409, 2.99203], [-7.20214, 3.59709, -1.29827], [-8.36752, 2.70281, -2.06832], [-8.02871, 2.47105, -0.36115], [-10.01132, 4.30471, -1.54303], [-8.74671, 5.04783, -0.51498], [-10.63444, 4.75501, 0.80192], [-9.27707, 3.71322, 1.35024], [-10.33158, 1.77027, 0.62525], [-11.50583, 2.60849, -0.37873], [-12.28988, 0.69769, 1.95670], [-12.91303, 1.17556, 0.32557], [-14.34604, 1.73502, 2.91997], [-14.96319, 1.08879, 1.43741], [-15.12176, 3.77911, 1.87205], [-14.94283, 3.23930, 0.33887], [-12.88316, 4.56650, 2.01317], [-12.84624, 4.17750, 0.33302], [-10.98816, 3.44091, 3.33459], [-10.77826, 1.69836, 2.89571], [-12.37331, 2.52615, 3.62109], [-1.27342, 2.19067, 1.84462], [-0.97193, 1.37451, 0.59297], [0.04283, 0.34506, 1.00815], [0.53796, -0.33948, -0.24321], [1.61840, -1.31190, 0.12171], [2.86449, -0.67782, 0.67899], [3.53950, 0.09943, -0.50629], [3.12223, -0.77312, -1.72588], [2.25453, -1.88766, -1.15436], [1.19078, -2.41246, 0.93060], [-1.41219, 1.51560, 2.68068], [-2.23129, 2.67692, 1.72739], [-0.46490, 2.81107, 2.13706], [-0.68389, 2.04071, -0.17365], [-1.88095, 0.86091, 0.20939], [-0.51507, -0.33602, 1.69977], [0.78636, 0.74633, 1.64889], [0.78251, 0.38606, -0.98836], [-0.21526, -1.01984, -0.67858], [3.47667, -1.47644, 1.05406], [2.57687, 0.02092, 1.43412], [4.60891, 0.17991, -0.37763], [3.11019, 1.16342, -0.49798], [3.94413, -1.27655, -2.28282], [2.49902, -0.15857, -2.37521], [2.96050, -2.62196, -0.82688], [1.48211, -2.26392, -1.75964], [0.66094, -3.21089, 0.33940], [0.36517, -2.05124, 1.52599], [2.00136, -2.93264, 1.47090], [-2.42339, 4.08729, -9.87616], [-1.97215, 2.63102, -10.18651], [-2.01580, 1.82565, -8.87829], [-1.23658, 0.45205, -9.01710], [-0.45137, 0.03587, -7.82883], [0.31807, -1.31685, -8.09915], [0.61086, -1.76485, -6.71732], [-0.44081, -1.11466, -5.76591], [-1.40172, -0.36585, -6.72051], [0.54700, 1.09384, -7.44531], [-1.62215, 4.63130, -9.39269], [-3.33152, 4.08306, -9.19018], [-2.61410, 4.62206, -10.82591], [-0.92105, 2.56701, -10.52019], [-2.65488, 2.24609, -10.92353], [-3.09967, 1.61223, -8.56042], [-1.47977, 2.35773, -8.13258], [-0.50492, 0.56767, -9.83295], [-1.89310, -0.37367, -9.16129], [1.18964, -1.07046, -8.64984], [-0.37620, -1.94715, -8.64536], [1.57204, -1.37701, -6.37009], [0.51303, -2.87212, -6.63783], [-0.06621, -0.39140, -5.02258], [-0.79098, -1.96258, -5.15705], [-1.78632, 0.57149, -6.36785], [-2.20687, -0.98319, -7.18283], [-0.06622, 1.79433, -6.90233], [1.00791, 1.48162, -8.34685], [1.33102, 0.66284, -6.82771], [6.71654, -5.75538, -2.55280], [5.27154, -5.69286, -2.15544], [5.08290, -5.97785, -0.67905], [5.77566, -4.94964, 0.12358], [6.49609, -5.47000, 1.35672], [5.72258, -6.56666, 2.11663], [6.30095, -6.59148, 3.50378], [6.37210, -5.04557, 3.79934], [6.60086, -4.40893, 2.39368], [7.81954, -5.98702, 1.02415], [7.29089, -4.90848, -2.11354], [6.79441, -5.57411, -3.65258], [7.24506, -6.65895, -2.39650], [4.68050, -6.42492, -2.69475], [4.91140, -4.70554, -2.47820], [5.29799, -6.96800, -0.45214], [3.98917, -5.82485, -0.42786], [5.11500, -4.16349, 0.44725], [6.62556, -4.46831, -0.46018], [5.85084, -7.54673, 1.62759], [4.70660, -6.26339, 2.04423], [7.31019, -7.05467, 3.57757], [5.56355, -6.99709, 4.17356], [7.17797, -4.69502, 4.38025], [5.42161, -4.69690, 4.21089], [7.65786, -4.13538, 2.33058], [5.94397, -3.55962, 2.25361], [7.68911, -6.84078, 0.39508], [8.41777, -6.18270, 1.88939], [8.26299, -5.08565, 0.50528], [1.22122, 5.56310, -8.06255], [0.72658, 4.58611, -7.06397], [1.06583, 4.96089, -5.65667], [0.25437, 6.04661, -5.07606], [0.17925, 6.05595, -3.52885], [-0.50586, 4.77130, -3.00792], [-1.47142, 5.12303, -1.86007], [-1.66394, 6.63298, -1.94831], [-0.76706, 7.13263, -3.16437], [1.51054, 6.13285, -2.82469], [2.52894, 4.98448, -2.92231], [3.41197, 4.82742, -1.71023], [0.89620, 6.56405, -7.95967], [1.06750, 5.23473, -9.10429], [2.29280, 5.67333, -8.01471], [1.21103, 3.65416, -7.29571], [-0.37438, 4.57276, -7.14736], [2.08619, 5.35766, -5.70290], [1.08355, 4.09558, -5.05079], [-0.80881, 5.97415, -5.32905], [0.65760, 7.02289, -5.38094], [0.24178, 4.07894, -2.62523], [-0.97909, 4.36235, -3.93444], [-0.96895, 4.72787, -1.03906], [-2.41352, 4.58564, -1.94420], [-1.41345, 7.18315, -1.04367], [-2.71040, 6.95772, -2.12960], [-0.11175, 7.87518, -2.80998], [-1.33117, 7.32551, -4.05204], [1.23478, 6.21097, -1.75577], [1.88906, 7.08301, -3.13971], [3.16915, 5.23140, -3.80156], [1.98905, 4.07948, -3.11909], [3.91477, 5.82697, -1.61585], [4.17980, 3.99810, -1.81870], [2.65583, 4.60260, -0.90122], [5.91154, -5.27092, 7.99112], [5.28120, -3.86461, 8.20036], [5.27945, -3.02356, 6.92359], [4.74693, -1.71354, 7.32308], [4.15280, -0.92084, 6.13058], [4.11595, 0.58449, 6.52335], [2.91903, 0.65936, 7.47583], [2.09431, -0.58816, 7.19610], [2.71985, -1.30277, 6.03018], [5.03516, -1.09989, 4.89510], [4.83055, -0.22157, 3.66958], [5.67292, -0.80983, 2.58698], [5.59635, -5.92562, 8.82354], [7.02385, -5.17639, 8.03264], [5.60672, -5.66713, 7.01411], [5.78658, -3.34531, 8.98369], [4.28400, -3.97525, 8.51982], [4.52775, -3.51873, 6.21627], [6.23450, -3.09736, 6.36573], [5.52436, -1.00340, 7.71162], [3.96459, -1.68504, 8.11454], [3.93367, 1.06586, 5.60974], [4.98559, 0.89444, 7.00710], [2.36460, 1.57557, 7.37634], [3.19951, 0.63486, 8.54216], [1.15518, -0.21164, 6.79589], [2.00102, -1.25976, 8.10083], [2.39755, -0.99222, 5.03978], [2.68798, -2.38768, 5.99051], [5.00416, -2.15891, 4.65628], [6.06158, -0.87527, 5.22527], [5.06678, 0.77512, 3.96169], [3.77764, -0.15720, 3.35683], [5.79653, -0.13340, 1.77535], [5.15103, -1.72356, 2.29406], [6.68081, -0.85851, 3.00188], [-3.71091, -4.82419, -0.04312], [-4.84633, -4.64460, 0.91214], [-5.86767, -3.51004, 0.62691], [-6.79077, -3.88171, -0.53014], [-7.77275, -2.78872, -0.90229], [-8.96838, -2.73985, -0.02124], [-10.14499, -2.25983, -0.85488], [-9.64352, -2.25809, -2.28638], [-8.47364, -3.24990, -2.20104], [-7.05669, -1.44011, -1.10550], [-5.90305, -1.43085, -2.05151], [-5.43232, 0.04318, -2.52805], [-3.17397, -3.91698, -0.28813], [-4.12132, -5.30605, -0.96372], [-3.02008, -5.50686, 0.38413], [-4.43308, -4.43426, 1.97119], [-5.39971, -5.63042, 0.87750], [-5.40312, -2.53712, 0.47502], [-6.43499, -3.43233, 1.53842], [-7.34566, -4.80352, -0.33028], [-6.13893, -4.00849, -1.41904], [-8.66778, -1.96446, 0.72681], [-9.11572, -3.69626, 0.50561], [-10.64559, -1.37276, -0.47372], [-11.01734, -2.94833, -0.81842], [-9.39776, -1.21390, -2.65388], [-10.26667, -2.59418, -3.08135], [-7.73886, -3.21459, -3.00744], [-8.89326, -4.24317, -2.03130], [-6.85121, -1.10325, -0.11672], [-7.81758, -0.74310, -1.39375], [-5.97720, -2.02901, -3.01417], [-4.98683, -1.72368, -1.53112], [-4.69500, -0.07894, -3.37586], [-4.99252, 0.66720, -1.75837], [-6.24547, 0.66463, -2.96271], [-3.43126, -1.50154, 2.36344], [-2.81747, -1.23450, 3.74189], [-3.29208, -0.04503, 4.51136], [-2.34758, 0.14986, 5.71405], [-2.92731, 1.00145, 6.88170], [-3.64060, 2.22953, 6.44820], [-2.62593, 3.28092, 6.12931], [-1.52462, 2.96356, 7.19074], [-1.78040, 1.56651, 7.67737], [-3.82578, 0.18558, 7.73610], [-3.10472, -1.06250, 8.35481], [-4.02208, -1.66751, 9.40636], [-4.47598, -1.83420, 2.43725], [-2.85567, -2.15639, 1.78884], [-3.51070, -0.56323, 1.80533], [-1.69664, -1.23770, 3.65685], [-3.04093, -2.15009, 4.34447], [-4.36028, -0.09200, 4.79997], [-3.14019, 0.79774, 3.85629], [-1.33931, 0.61654, 5.53437], [-2.13174, -0.76300, 6.25602], [-4.25878, 2.48651, 7.30748], [-4.34709, 1.98007, 5.65017], [-3.02254, 4.22731, 6.18354], [-2.27139, 3.12199, 5.09165], [-1.72913, 3.51078, 8.13270], [-0.58422, 2.98533, 6.72041], [-2.11146, 1.40202, 8.71005], [-0.93277, 0.93932, 7.40629], [-4.66416, -0.09714, 7.09685], [-4.26484, 0.72813, 8.53663], [-2.19201, -0.75006, 8.91585], [-2.83150, -1.88922, 7.71874], [-3.68633, -2.69602, 9.62983], [-5.03504, -1.78125, 9.07834], [-4.03042, -1.07012, 10.33480], [2.67068, -5.38298, 3.81145], [3.13211, -4.10731, 3.04634], [3.28137, -4.30328, 1.79668], [3.40331, -3.06419, 3.65448], [2.66322, -6.26422, 3.23213], [1.67595, -5.17942, 4.25362], [3.41626, -5.58978, 4.67336], [-7.88467, -0.11011, 4.00827], [-7.88935, -0.19524, 2.45020], [-7.09021, -0.95733, 1.92565], [-8.73372, 0.47215, 1.89244], [-8.72438, 0.45173, 4.36533], [-7.02533, 0.33514, 4.40098], [-8.00241, -1.15591, 4.35144], [-2.38614, 1.15969, -3.43973], [-1.08184, 1.76744, -3.98706], [-0.02581, 1.53963, -3.33478], [-1.22386, 2.53104, -4.96505], [-3.24305, 1.13420, -4.11001], [-2.63296, 1.75346, -2.59042], [-2.16935, 0.17393, -3.02873], [1.54772, 2.98147, 4.84829], [0.99814, 1.58365, 4.70212], [1.33464, 0.95665, 3.67428], [0.31087, 1.16146, 5.67489], [0.77589, 3.76678, 4.99469], [2.14383, 3.17216, 3.97627], [2.19188, 2.94944, 5.64317], [7.41396, -1.14801, -1.61039], [7.28263, -0.69432, -0.01807], [6.01597, -2.15919, -1.31696], [7.41546, -1.65566, -3.29348], [8.91714, -0.25287, -1.88463], [8.41238, -2.63846, -1.12087], [6.56166, 0.24089, -2.13091]], "atomic_forces_ev_per_a": [[-0.34, 0.56, 1.45], [-0.42, 0.17, -1.49], [-1.20, -0.57, -0.12], [1.12, 0.15, -0.71], [-0.40, -0.78, 0.92], [-0.29, 0.74, 1.60], [1.28, -0.68, -1.45], [-1.97, -1.45, 0.19], [0.24, 2.12, 0.49], [1.84, -1.04, 2.09], [0.66, 0.21, -0.27], [-0.23, -0.01, -0.47], [-0.13, -0.53, -0.14], [0.28, -0.33, 0.49], [0.20, 0.24, 0.22], [0.23, -0.41, -0.23], [0.39, 0.91, -0.23], [-0.07, 1.14, 0.56], [-0.40, -0.42, 0.86], [0.60, 0.58, -0.80], [-0.74, -0.74, -0.60], [0.04, 0.11, 0.13], [-0.60, -0.39, 0.15], [0.17, 0.69, 0.64], [1.22, 0.85, -0.59], [0.48, -0.57, -1.04], [0.18, -0.46, 0.12], [-0.59, 0.53, -0.28], [-0.81, -0.51, -2.14], [-0.43, -0.08, 0.55], [0.63, -0.93, 1.64], [0.35, -0.93, -0.09], [-0.29, 1.97, -0.31], [0.51, -0.80, 0.41], [-1.76, -1.09, 1.90], [0.15, 0.29, 1.68], [1.16, 1.37, 0.82], [0.48, -0.02, -0.92], [1.42, -0.56, 0.21], [-0.28, -1.33, -2.07], [0.08, 0.91, 0.05], [-0.69, -0.90, -1.17], [-0.23, -0.20, -0.30], [-0.04, 0.40, 0.01], [-0.02, 1.59, -0.07], [0.58, -0.62, 0.07], [0.03, -0.05, 0.32], [-0.36, -0.18, 0.19], [-0.12, 0.13, -1.39], [-0.45, -0.32, -0.57], [0.39, -0.30, -1.09], [0.08, -0.16, -0.02], [-1.06, -1.21, -0.60], [-0.83, 0.50, 1.37], [0.43, -0.52, -0.18], [-0.19, 0.44, 0.46], [0.09, 0.63, -0.94], [0.97, 1.35, -0.12], [-0.92, 1.02, 0.79], [0.15, -0.73, -0.02], [-1.43, -1.07, -0.25], [-1.10, -0.26, 1.43], [-1.64, -1.01, -0.68], [-0.65, -1.69, 1.39], [2.92, 0.21, -2.65], [0.22, 1.57, -0.69], [-1.43, -0.07, 0.62], [-0.35, 0.38, -0.58], [0.86, 1.49, 1.06], [-2.27, -2.03, 0.63], [0.00, -0.32, 0.29], [-0.06, 0.80, 0.08], [0.64, 0.93, 0.02], [0.78, 0.61, -1.13], [0.35, 0.29, 0.29], [0.49, 0.27, -0.64], [0.92, 0.60, 0.22], [0.81, 0.20, -0.57], [-0.10, 0.55, 0.10], [0.16, -0.29, 0.26], [-0.02, 0.05, 0.88], [0.20, -0.09, 0.10], [0.58, -1.51, -0.44], [-0.40, 0.84, 0.38], [0.31, -0.03, -0.44], [-0.12, -1.00, 0.36], [-0.86, -0.59, -0.88], [0.77, 0.79, -0.09], [0.29, 0.00, 0.92], [-0.33, 0.67, -0.33], [-0.43, -0.43, -0.27], [0.05, 0.70, 1.34], [-1.00, -2.25, -0.55], [0.13, 1.52, -0.47], [0.58, -1.54, -0.75], [-1.50, 1.82, 0.30], [0.11, -0.57, 1.64], [-0.47, -0.34, 0.24], [0.73, -0.60, -0.02], [-0.70, -0.77, 0.25], [0.14, 0.13, 0.35], [1.03, 0.11, -1.05], [-0.25, -0.22, 0.61], [-0.53, 0.36, -0.36], [0.02, -0.52, -0.41], [1.65, 0.48, -0.22], [-0.03, 0.86, 0.85], [-0.37, -0.33, 0.12], [-0.55, -0.51, -0.73], [0.65, 0.08, -0.85], [0.08, -0.08, -0.11], [0.21, -0.74, -0.28], [0.59, 0.86, -0.04], [0.38, -0.24, -0.51], [-0.86, 0.65, -0.30], [-0.47, 0.26, 0.66], [0.68, 0.38, 0.35], [0.51, 0.71, 0.39], [-0.19, 0.15, -0.16], [-0.21, 0.09, 0.20], [0.66, 1.94, -1.81], [-0.06, -0.32, -0.25], [-2.97, 2.14, -0.48], [2.67, 1.03, 0.06], [-2.17, -1.04, 1.31], [1.12, -0.99, -1.14], [0.40, 1.99, 0.41], [-0.75, -0.60, -1.81], [1.28, 0.21, 1.18], [0.64, 2.35, -1.25], [-0.22, -0.65, -0.26], [-0.04, -0.13, 0.68], [0.30, -1.13, 0.54], [-0.06, -0.14, -0.29], [-0.17, -0.13, 0.47], [0.74, -1.81, 0.35], [0.94, -0.56, -0.25], [-0.26, 0.04, 0.21], [-1.24, -0.40, 0.78], [-0.06, 0.54, -0.13], [-0.97, 0.23, 0.32], [-0.98, 0.02, 0.00], [0.12, -0.70, 0.37], [0.83, -0.04, 1.20], [0.18, -0.03, -0.02], [-0.33, 0.73, 0.06], [-0.02, -0.18, -0.52], [0.26, -0.44, -0.51], [0.07, -0.34, 0.54], [0.17, -1.44, 0.16], [1.19, -0.09, -1.66], [-1.29, 0.51, -0.15], [1.75, 0.39, -0.24], [-0.76, 0.73, 1.12], [-0.07, -2.71, -0.24], [-0.73, -0.38, -1.62], [-0.08, 0.38, -2.16], [-0.17, 1.11, -0.77], [-0.35, -1.06, 2.01], [-0.43, 0.41, 1.36], [0.37, 0.65, -2.29], [-0.37, 0.37, 0.46], [-0.94, 1.04, 0.13], [-0.36, 0.18, 0.37], [0.70, -0.18, 0.23], [-0.30, -0.63, 0.04], [0.28, -0.81, -0.06], [0.19, -0.35, 0.21], [-0.26, -0.98, 0.73], [0.24, -0.01, -0.34], [-0.39, -0.09, 0.23], [-0.15, -0.02, -0.57], [0.21, -0.14, 1.10], [0.45, 0.02, 2.11], [0.03, -0.05, -0.21], [0.37, -0.18, 0.07], [0.56, -0.52, -0.11], [0.18, 1.81, -0.07], [-0.34, 0.70, -0.14], [0.01, 0.23, -0.33], [0.72, 0.58, -0.02], [-0.43, -0.56, 0.44], [0.03, -0.64, -0.28], [-0.20, -1.09, 0.72], [-1.06, 1.08, 0.13], [1.45, 0.30, -0.11], [0.40, 0.87, 0.64], [1.36, -1.27, -1.20], [-1.21, -2.48, -0.55], [0.54, 3.39, -0.35], [1.67, 1.14, 0.57], [-2.04, -2.23, 0.58], [0.68, -0.39, 1.00], [-1.38, -0.51, 0.26], [0.79, -0.31, -0.92], [0.45, -0.25, 0.78], [-2.02, -0.25, 0.90], [0.17, 0.47, 0.55], [0.20, 0.08, -0.61], [-0.81, -0.25, -0.19], [0.06, -0.16, 0.32], [0.56, 0.38, 0.66], [-1.40, -0.16, 0.38], [0.82, 0.54, 0.78], [-0.33, 0.65, 0.62], [-0.27, -0.91, -0.23], [0.56, -0.65, -0.74], [-0.23, 0.99, -1.04], [1.75, 0.29, 0.30], [-0.32, 0.26, -0.38], [0.41, 0.11, -0.45], [-0.45, -0.53, 0.62], [-0.20, 0.85, -1.03], [-0.39, 0.37, 0.08], [-0.20, -0.08, 0.29], [-0.23, 0.22, -0.21], [-0.25, -0.11, 0.29], [0.64, 0.95, -0.18], [0.10, -0.29, 0.20], [-0.25, 0.41, -0.90], [0.79, -0.16, -0.11], [0.18, -0.97, -0.28], [-0.73, -0.19, -1.36], [-0.59, 0.16, 1.57], [-0.02, -1.00, 0.22], [1.11, 0.73, -0.25], [0.10, -1.94, -2.01], [0.62, 1.99, 2.43], [-1.97, -1.09, -0.20], [1.18, 1.37, -0.93], [0.48, 1.80, 0.18], [-1.39, -0.48, -0.03], [2.03, 1.33, -1.53], [-0.89, -0.76, -1.29], [0.03, 0.35, -0.14], [0.64, 0.50, 0.35], [0.77, -0.72, 0.25], [-0.76, -0.61, -1.55], [0.43, 1.00, 0.68], [0.16, -0.17, -0.05], [-0.46, 0.37, 0.30], [0.01, 0.23, -0.12], [-0.59, -0.15, 0.28], [-0.56, -0.74, -0.11], [0.19, 0.30, -0.51], [0.73, 0.56, -0.19], [0.78, -0.20, 0.19], [0.35, -1.20, 0.56], [-1.17, -0.51, -0.14], [-0.32, -0.23, 0.00], [0.39, -0.03, 0.00], [0.68, 0.13, 0.99], [-0.59, 0.21, -0.53], [-0.27, 0.52, 1.34], [-0.19, -0.72, -0.09], [-0.74, -0.01, 1.20], [0.18, -0.29, 0.35], [0.15, -0.58, 0.27], [-1.44, 2.03, 0.98], [0.71, -2.52, 0.04], [0.50, 0.70, 0.72], [-0.20, 0.83, 0.88], [-0.04, 0.26, -0.61], [-1.65, -0.30, -0.30], [1.50, -2.76, -0.29], [-2.23, 0.60, 1.00], [0.05, -1.93, -0.33], [0.84, -2.42, -0.93], [-0.36, 0.89, 1.16], [0.43, -0.48, 0.91], [0.31, -0.12, 0.07], [0.88, -1.28, -0.79], [0.16, 0.10, -0.12], [-0.84, 0.31, 0.09], [0.30, 0.52, -0.20], [0.49, -0.18, -0.19], [-0.36, 0.67, -0.20], [-1.10, -0.47, -0.62], [0.04, -0.39, -0.44], [0.04, 0.38, 0.08], [0.22, 0.05, 0.01], [-0.85, 2.21, 0.27], [0.15, 0.10, 0.54], [0.87, 0.80, -0.97], [1.35, 0.54, 0.13], [0.61, 0.65, -0.08], [0.09, -0.04, 0.70], [0.04, -0.33, 0.01], [0.03, 1.00, 0.69], [-0.45, -0.09, -0.73], [0.05, 0.25, -0.81], [-0.05, 0.55, 0.20], [-0.70, 0.09, -0.36], [-0.02, -0.34, -0.34], [0.94, 1.54, 2.41], [0.56, -1.96, -0.88], [0.07, 0.37, 0.32], [-0.34, 0.22, 0.30], [-0.25, -0.76, -0.95], [0.50, -0.30, -0.09], [-1.28, 0.49, -1.05], [-1.26, -1.67, -1.04], [0.38, 0.10, 3.00], [1.88, -1.61, -0.92], [-2.66, 2.05, -1.92], [-0.55, 0.33, 0.10], [1.65, 0.45, 0.52], [0.32, 0.53, 0.16], [0.85, -0.72, -0.15], [-0.24, -0.03, 0.78], [-0.36, 0.01, -0.39], [0.34, 0.16, -0.93], [0.31, 0.15, -0.22], [-0.42, 0.62, 0.77], [-0.14, -0.21, -0.09], [-1.62, 0.45, -1.87], [0.18, 0.03, -0.30], [-0.22, -0.34, 0.33], [0.14, 0.02, -0.37], [0.47, -0.53, -0.02], [0.14, 0.48, -0.49], [1.53, 0.30, 2.32], [1.58, -2.80, -1.21], [0.38, 0.88, 1.83], [-0.30, 0.28, -0.54], [0.23, -0.20, 0.45], [-0.69, -0.56, 0.36], [-0.92, 1.78, -0.75], [-0.70, 0.43, 0.01]], "mulliken_charge": [-1.345, -0.368, -0.449, -0.657, 0.103, -0.439, -0.637, -0.744, -0.566, -0.956, 0.396, 0.304, 0.313, 0.348, 0.184, 0.434, 0.516, 0.468, 0.038, 0.267, 0.435, 0.303, 0.368, 0.302, 0.415, 0.514, 0.359, 0.401, 0.458, 0.233, -1.005, -0.867, -0.439, -0.385, 0.424, -0.647, -0.779, -0.817, -0.596, -0.927, 0.474, 0.295, 0.155, 0.414, 0.354, 0.311, 0.339, -0.008, 0.516, 0.321, 0.513, 0.284, 0.446, 0.391, 0.373, 0.436, 0.389, 0.307, 0.329, 0.440, -1.138, -0.093, 1.284, -1.050, 1.333, 0.602, -0.590, -0.205, -1.095, 0.216, -0.369, 0.685, 0.498, 0.203, 0.003, -0.476, -0.175, 0.026, 0.404, -0.278, -0.331, 0.509, -0.031, 0.416, 0.013, 0.196, 0.729, 0.345, -0.593, -0.439, -1.075, -0.571, 0.468, -1.177, 0.309, -0.448, -0.886, -0.089, -0.766, -0.771, 0.134, 0.289, 0.414, 0.366, 0.348, 0.330, -0.343, 0.485, 0.458, 0.411, 0.417, 0.383, 0.367, -0.276, 0.586, 0.500, 0.393, -0.046, 0.299, 0.407, -1.122, -0.364, -0.822, 2.530, 0.645, -0.762, -1.138, 0.672, -0.502, -0.940, 0.201, 0.380, 0.361, 0.509, 0.024, 0.671, 0.033, -1.585, -0.838, 0.467, 0.399, 0.291, 0.596, 0.659, -1.026, 0.762, -0.586, 0.312, 0.471, 0.312, -1.975, 0.011, 0.525, -1.263, 0.630, 0.529, -0.635, -0.960, -0.587, -0.989, 0.394, -1.392, 0.422, 0.466, 0.507, 0.011, 0.129, 0.432, -0.265, 0.651, 0.397, -0.277, -0.084, 0.430, 0.260, 0.319, 0.353, 0.434, 0.449, 0.542, 0.489, 0.228, -0.135, 0.386, 0.174, 0.361, -1.028, -1.091, 1.061, -1.455, 1.000, -1.217, -0.218, 0.123, -0.022, -0.780, 0.128, -0.888, 0.399, 0.293, 0.103, 0.466, 0.556, -0.438, 0.439, 0.376, 0.367, 0.314, 0.478, 0.244, 0.480, -0.810, 0.587, -0.104, 0.438, -0.494, 0.750, 1.030, -0.504, 0.546, -0.761, 0.818, -1.321, -0.576, 0.536, -1.160, 0.349, 0.413, -0.429, -0.639, -0.625, -0.674, -0.055, -1.397, 0.197, 0.357, 0.458, 0.298, 0.422, -0.178, 0.245, 0.551, 0.322, -0.650, 0.517, 0.117, 0.312, 0.145, 0.599, 0.503, 0.507, -0.045, 0.894, 0.220, -0.002, 0.232, 0.368, 0.372, -1.638, -0.515, -0.168, 0.378, 0.743, -0.637, -0.436, -0.458, -0.870, -1.141, 0.025, -1.550, 0.446, 0.745, 0.152, -0.139, 0.432, 0.059, 0.495, -0.432, 0.327, 0.574, 0.312, 0.721, -0.185, 0.438, -0.198, 0.617, 0.403, 0.596, 0.559, 0.165, 0.401, 0.402, 0.387, 0.357, -1.584, 0.096, -0.519, 0.739, 0.462, 0.441, 0.040, -1.070, 0.551, -0.705, -0.513, 0.319, -0.037, 0.331, -1.388, 0.808, -0.725, -0.957, 0.452, 0.407, 0.531, -1.693, 0.229, -0.861, -0.616, 0.302, 0.446, 0.447, 2.249, -0.330, -0.626, -0.600, -0.433, -0.571, -0.495]}